105
Properties=species:S:1:pos:R:3:mulliken_charge:R:1 method="wB97M-V/def2-TZVPD" homo_energy_ha=-0.3483 orbital_gap_ev=7.974
C 5.186 -1.966 1.059 -1.17
C 5.931 -1.161 -0.001 -0.49
C 5.333 0.236 -0.229 -0.15
C 5.399 0.680 -1.693 -1.12
C 4.273 0.101 -2.550 -0.81
C 2.840 0.430 -2.096 -0.87
C 2.576 1.882 -1.662 -0.45
C 1.875 2.724 -2.733 -0.83
C 0.363 2.456 -2.810 -0.45
C -0.487 3.714 -3.051 -1.44
N -1.197 4.128 -1.811 0.63
C -2.683 4.006 -1.826 -1.61
C -3.137 2.841 -0.940 0.32
C -3.568 3.298 0.451 -0.30
C -4.355 2.234 1.207 -0.82
C -5.847 2.194 0.825 -0.80
C -6.398 0.784 0.564 -1.04
C -6.372 0.357 -0.913 -0.31
C -7.520 -0.580 -1.341 -1.10
C -7.041 -1.896 -1.955 -0.57
C -6.709 -2.936 -0.887 -0.52
C -6.295 -4.301 -1.433 -0.91
C -5.081 -4.289 -2.342 -0.47
O -5.443 -3.871 -3.644 -0.32
C -4.528 -4.215 -4.664 -0.78
S -0.693 5.549 -1.225 1.11
O -1.428 5.870 -0.055 -0.62
O 0.720 5.621 -1.275 -0.57
F -1.206 6.577 -2.318 -0.31
H 5.315 -1.516 2.045 0.26
H 4.118 -1.991 0.828 0.39
H 5.551 -2.992 1.116 0.27
H 5.937 -1.718 -0.942 0.33
H 6.970 -1.047 0.318 0.29
H 4.297 0.245 0.124 0.00
H 5.898 0.957 0.367 0.47
H 6.354 0.352 -2.118 0.41
H 5.407 1.769 -1.761 0.44
H 4.414 0.387 -3.596 0.41
H 4.369 -0.991 -2.534 0.34
H 2.178 0.213 -2.941 0.43
H 2.531 -0.262 -1.310 0.45
H 1.930 1.866 -0.778 0.21
H 3.493 2.381 -1.346 0.50
H 2.047 3.782 -2.522 0.45
H 2.330 2.510 -3.706 0.22
H 0.141 1.735 -3.600 0.37
H 0.027 2.009 -1.873 0.28
H 0.160 4.525 -3.385 0.73
H -1.227 3.555 -3.834 0.43
H -3.112 4.930 -1.440 0.72
H -3.030 3.900 -2.853 0.42
H -2.289 2.163 -0.821 0.34
H -3.936 2.278 -1.433 -0.11
H -2.657 3.574 0.984 -0.23
H -4.172 4.210 0.375 0.46
H -3.910 1.249 1.023 0.44
H -4.252 2.417 2.278 0.32
H -6.435 2.655 1.621 0.38
H -5.992 2.793 -0.081 0.46
H -5.795 0.071 1.138 0.29
H -7.416 0.701 0.951 0.60
H -5.424 -0.152 -1.119 0.23
H -6.378 1.252 -1.541 0.53
H -8.159 -0.062 -2.059 0.38
H -8.148 -0.798 -0.471 0.39
H -6.146 -1.710 -2.554 0.24
H -7.797 -2.308 -2.629 0.44
H -7.589 -3.065 -0.249 0.35
H -5.895 -2.556 -0.258 0.24
H -6.046 -4.947 -0.586 0.38
H -7.126 -4.781 -1.958 0.33
H -4.638 -5.292 -2.385 0.53
H -4.313 -3.618 -1.923 0.26
H -3.719 -4.845 -4.283 0.36
H -5.056 -4.754 -5.453 0.23
H -4.084 -3.314 -5.097 0.25
O 6.269 -7.994 5.937 -0.63
C 6.537 -7.021 5.254 1.03
C 7.820 -6.776 4.634 -0.99
C 7.984 -5.656 3.915 0.35
O 9.109 -5.326 3.303 -0.58
C 6.876 -4.639 3.733 1.04
O 7.148 -3.656 3.067 -0.61
C 5.588 -4.891 4.340 -1.05
C 5.424 -6.012 5.056 0.40
O 4.295 -6.350 5.656 -0.58
H 8.606 -7.505 4.771 0.42
H 8.936 -4.465 2.869 0.37
H 4.800 -4.166 4.194 0.46
H 4.471 -7.204 6.102 0.37
O 4.223 2.902 3.147 -0.68
C 3.041 3.131 2.954 1.21
C 2.503 4.385 2.488 -0.99
C 1.175 4.504 2.321 0.42
O 0.597 5.602 1.879 -0.64
C 0.219 3.364 2.627 1.00
O -0.970 3.582 2.473 -0.66
C 0.762 2.099 3.072 -1.06
C 2.089 1.984 3.226 0.30
O 2.698 0.880 3.626 -0.63
H 3.190 5.192 2.275 0.46
H -0.360 5.422 1.778 0.31
H 0.077 1.287 3.272 0.47
H 3.654 1.099 3.647 0.36


99
Properties=species:S:1:pos:R:3:mulliken_charge:R:1 method="wB97M-V/def2-TZVPD" homo_energy_ha="-0.2203 / -0.2167" orbital_gap_ev="3.093 / 2.982" charge=+1
C -1.411 -2.212 -1.887 -0.28
C -1.948 0.033 -2.271 -0.81
C -2.237 -2.624 -2.934 -0.62
C -2.631 -0.308 -3.453 -0.79
C -2.809 -1.659 -3.761 -1.01
H -2.421 -3.690 -3.053 0.51
H -3.073 0.491 -4.041 0.54
H -3.407 -1.956 -4.619 0.42
N -1.198 -0.909 -1.646 1.25
P 0.909 -2.939 -0.357 0.30
P -1.294 2.805 -0.824 0.25
C -0.828 -3.230 -0.910 -0.96
H -1.465 -3.255 -0.010 0.38
H -0.909 -4.235 -1.347 0.51
C -2.293 1.289 -1.499 0.00
H -3.219 1.727 -1.896 0.31
C -2.411 4.078 -0.049 2.11
C 0.205 3.417 -1.671 2.46
C 1.006 -3.657 1.399 1.85
C 1.883 -3.890 -1.681 1.87
C -2.011 4.281 1.431 -1.55
H -0.986 4.663 1.535 0.30
H -2.694 5.025 1.865 0.51
H -2.105 3.354 2.009 0.20
C -2.340 5.442 -0.763 -2.02
H -1.357 5.919 -0.674 0.33
H -2.639 5.369 -1.817 0.42
H -3.058 6.112 -0.266 0.50
C -3.887 3.619 -0.091 -1.65
H -4.485 4.396 0.404 0.61
H -4.254 3.525 -1.121 0.34
H -4.053 2.680 0.455 0.13
C 0.927 4.429 -0.763 -1.53
H 1.247 3.964 0.181 0.13
H 1.825 4.783 -1.289 0.50
H 0.324 5.309 -0.521 0.34
C 1.217 2.307 -2.032 -1.51
H 1.839 2.041 -1.165 -0.14
H 0.731 1.420 -2.460 0.41
H 1.918 2.683 -2.791 0.61
C -0.314 4.056 -2.976 -1.89
H -0.931 4.942 -2.791 0.38
H 0.538 4.370 -3.592 0.53
H -0.900 3.331 -3.560 0.34
C 3.327 -4.101 -1.198 -1.76
H 3.911 -4.532 -2.026 0.54
H 3.820 -3.165 -0.898 0.16
H 3.382 -4.816 -0.363 0.31
C 1.860 -3.015 -2.948 -1.30
H 0.836 -2.862 -3.315 0.26
H 2.328 -2.034 -2.791 -0.08
H 2.424 -3.538 -3.735 0.54
C 1.266 -5.253 -2.035 -1.76
H 1.986 -5.785 -2.675 0.53
H 1.077 -5.884 -1.158 0.27
H 0.340 -5.155 -2.615 0.38
C -0.086 -3.018 2.283 -1.92
H -1.099 -3.309 1.972 0.38
H 0.057 -3.378 3.315 0.62
H -0.025 -1.918 2.307 0.33
C 2.380 -3.319 2.014 -1.52
H 2.543 -2.233 2.085 0.01
H 2.408 -3.733 3.035 0.53
H 3.211 -3.763 1.452 0.28
C 0.810 -5.177 1.353 -1.90
H -0.142 -5.459 0.880 0.32
H 1.639 -5.691 0.846 0.33
H 0.787 -5.545 2.391 0.53
Pb 0.891 -0.192 -0.064 2.08
C 3.197 -0.170 -1.699 -0.03
O 4.067 0.192 -2.350 -0.21
N -1.040 1.679 0.428 -0.75
C -2.137 1.020 -0.084 -0.12
C -3.013 0.187 0.702 0.96
C -2.764 0.056 2.087 -0.47
C -4.199 -0.334 0.127 -0.57
C -3.777 -0.425 2.913 -0.78
H -1.800 0.409 2.484 0.40
C -5.200 -0.814 0.968 -0.74
H -4.333 -0.294 -0.956 0.27
C -5.007 -0.812 2.355 -0.76
H -3.622 -0.475 3.992 0.40
H -6.145 -1.154 0.536 0.41
H -5.817 -1.126 3.010 0.36
C 4.706 2.182 3.750 -0.97
N 3.455 1.613 3.267 0.21
C 2.220 2.144 3.837 -1.00
C 3.413 0.734 2.267 0.61
C 4.698 0.285 1.634 -1.13
O 2.277 0.303 1.877 -0.59
H 4.477 2.805 4.616 0.34
H 5.197 2.804 2.986 0.33
H 5.407 1.393 4.051 0.32
H 2.036 3.166 3.479 0.38
H 1.376 1.506 3.564 0.18
H 2.331 2.179 4.925 0.41
H 5.389 -0.102 2.395 0.48
H 4.493 -0.505 0.907 -0.08
H 5.183 1.131 1.123 0.41


Total energy per entry: -74767.28452; -69585.24388 eV
Max |F| per entry: 0.024; 0.086 Eh/bohr